(1)
C2H3NOS2 | ωB97M-V/def2-TZVPD

Geometry as XYZ:
```
9
C2H3NOS2 | the OMol25 dataset | ωB97M-V/def2-TZVPD
N 0.40 0.61 -0.02
C -0.92 0.93 -0.02
O -1.33 2.06 -0.04
C -1.81 -0.28 0.01
S -3.30 -0.17 1.02
S -3.29 -0.22 -1.02
H 0.75 -0.33 0.00
H 1.07 1.37 -0.03
H -1.32 -1.25 0.04
```

The strongest force on any atom comes out at 0.54 eV/A. The calculation puts the LUMO energy at 0.1 eV. The value obtained for the molar mass is 121.2 u. As for the net charge: 0. As for the frontier orbital gap: 8.497 eV. Its SMILES is NC(=O)C1SS1. For the energy above the lowest of the compared OMol25 structures with the same formula, charge and spin, the calculation gives 5.7 kcal per mole.

***

(2)
C4H5NO2S | ωB97M-V/def2-TZVPD

Geometry as XYZ:
```
13
C4H5NO2S | the OMol25 dataset | ωB97M-V/def2-TZVPD
C 1.65 -1.24 -0.34
C 0.41 -0.46 -0.34
O -0.31 -0.12 -1.42
C -1.30 0.73 -1.15
S -2.45 1.23 -2.21
N -1.27 1.11 0.18
C -0.25 0.57 0.87
O 0.05 0.67 2.16
H 1.79 -1.70 0.64
H 2.53 -0.62 -0.54
H 1.58 -2.01 -1.10
H -1.96 1.76 0.53
H -0.46 0.08 2.73
```

The strongest force on any atom comes out at 8.61 eV/A. The calculation puts the LUMO energy at 0.1 eV. The value obtained for the molar mass is 131.2 u. As for the net charge: 0. As for the frontier orbital gap: 7.124 eV. Its SMILES is Cc1oc(=S)[nH]c1O. For the energy above the lowest of the compared OMol25 structures with the same formula, charge and spin, the calculation gives 82.5 kcal per mole.

***

(3)
C33H57N3O5SiY | ωB97M-V/def2-TZVPD

Geometry as XYZ:
```
100
C33H57N3O5SiY | the OMol25 dataset | ωB97M-V/def2-TZVPD
O -1.53 1.39 -1.57
O 2.83 2.95 -3.10
C -1.57 0.71 -2.91
C -2.85 1.00 -3.66
H -1.47 -0.37 -2.72
H -0.67 1.02 -3.47
H -3.72 0.47 -3.26
H -2.73 0.64 -4.68
H -3.09 2.07 -3.65
C -0.98 2.77 -1.53
C -0.65 3.39 -2.87
H -0.08 2.73 -0.91
H -1.76 3.38 -1.00
H 0.33 3.11 -3.26
H -0.59 4.46 -2.73
H -1.41 3.16 -3.61
C 3.21 3.38 -1.77
C 3.67 1.97 -3.73
C 2.98 4.87 -1.55
H 4.29 3.18 -1.62
H 2.65 2.81 -1.00
H 3.51 5.51 -2.26
H 3.37 5.15 -0.58
H 1.91 5.12 -1.57
C 4.45 2.44 -4.95
H 3.02 1.14 -4.06
H 4.40 1.58 -3.01
H 3.85 2.93 -5.73
H 4.87 1.56 -5.41
H 5.32 3.08 -4.74
H 0.73 -1.33 -1.50
N -1.92 -2.00 0.97
C -1.58 -2.99 1.81
C -0.50 -2.88 2.69
C 0.17 -1.71 3.02
C -2.34 -4.29 1.83
H -2.35 -4.78 0.85
H -3.37 -4.19 2.18
H -1.84 -4.98 2.53
C 1.28 -1.89 4.05
H 0.91 -1.67 5.07
H 2.14 -1.25 3.85
H 1.60 -2.94 4.02
N -0.18 -0.48 2.59
C -3.07 -2.18 0.12
C -2.89 -2.64 -1.20
C -1.56 -3.07 -1.71
C -4.00 -2.64 -2.04
H -3.86 -2.93 -3.08
C -5.26 -2.28 -1.56
H -6.11 -2.27 -2.24
C -5.44 -1.93 -0.22
H -6.43 -1.69 0.17
C -4.35 -1.89 0.65
C -4.52 -1.47 2.08
C 0.12 0.57 3.50
C 1.22 1.40 3.24
C 2.18 1.10 2.13
C 1.46 2.49 4.07
H 2.29 3.16 3.82
C 0.64 2.70 5.19
H 0.82 3.57 5.83
C -0.37 1.80 5.51
H -0.98 1.91 6.41
C -0.64 0.71 4.68
C -1.69 -0.28 5.06
Y -1.51 0.19 0.45
H -1.01 -2.23 -2.17
H -1.68 -3.82 -2.50
H -0.91 -3.51 -0.94
H -4.01 -2.14 2.78
H -5.59 -1.47 2.34
H -4.15 -0.44 2.26
H 2.51 2.04 1.67
H 1.75 0.45 1.35
H 3.08 0.59 2.52
H -2.41 -0.49 4.26
H -2.24 0.11 5.92
H -1.26 -1.25 5.38
H -0.20 -3.79 3.20
C 1.52 -0.63 -1.74
Si 2.88 -1.79 -1.18
H 1.41 -0.35 -2.79
H 1.41 0.26 -1.13
C 3.06 -2.70 -2.86
C 2.09 -2.92 0.12
C 4.24 -0.78 -0.37
H 4.22 0.26 -0.73
H 5.25 -1.18 -0.55
H 4.09 -0.77 0.72
H 2.06 -3.06 -3.16
H 3.73 -3.59 -2.87
H 3.42 -2.02 -3.64
H 1.01 -3.05 -0.09
H 2.18 -2.45 1.12
H 2.56 -3.91 0.17
O -2.67 3.74 1.21
N -2.36 2.59 1.29
O -3.21 1.57 1.04
O -1.10 2.19 1.45
```

The strongest force on any atom comes out at 2.63 eV/A. The calculation puts the LUMO energy at -3.2 eV. The value obtained for the molar mass is 692.8 u. As for the net charge: +1. As for the frontier orbital gap: 7.223 eV. For the energy above the lowest of the compared OMol25 structures with the same formula, charge and spin, the calculation gives 0.0 kcal per mole.

***

(4)
C5H5I2NO2 | ωB97M-V/def2-TZVPD

Geometry as XYZ:
```
15
C5H5I2NO2 | the OMol25 dataset | ωB97M-V/def2-TZVPD
C 1.89 -1.84 1.17
C -0.29 0.14 0.81
C -1.18 0.15 -1.90
C -0.52 1.28 -1.17
C 1.25 -0.84 1.92
N 2.39 -2.49 0.34
O -1.31 0.02 1.36
O 0.34 0.69 -0.11
I 0.10 -1.61 3.47
I 2.57 0.79 2.55
H -2.03 0.56 -2.54
H -0.38 -0.34 -2.32
H -1.84 -0.45 -1.20
H -1.21 1.94 -0.79
H 0.22 2.00 -1.58
```

The strongest force on any atom comes out at 5.52 eV/A. The calculation puts the LUMO energy at -0.3 eV. The value obtained for the molar mass is 364.9 u. As for the net charge: 0. As for the frontier orbital gap: 8.565 eV. For the energy above the lowest of the compared OMol25 structures with the same formula, charge and spin, the calculation gives 50.5 kcal per mole.

***

(5)
C21H32N5Ru | ωB97M-V/def2-TZVPD

Geometry as XYZ:
```
59
C21H32N5Ru | the OMol25 dataset | ωB97M-V/def2-TZVPD
Ru 0.35 0.08 0.97
C 3.50 -2.87 0.95
C 2.30 -2.00 0.75
N 2.08 -0.89 1.35
C 2.95 -0.29 2.39
C 2.01 0.25 3.46
N 0.93 1.08 2.86
C -0.22 1.20 3.82
C -1.13 2.38 3.48
N -1.43 2.45 2.07
C -2.73 2.02 1.56
C -2.72 0.57 1.07
N -1.58 0.28 0.17
C -1.67 -0.38 -1.21
C -3.04 -0.55 -1.81
C -0.79 -1.61 -1.14
C -0.90 -2.77 -1.91
C 0.08 -3.73 -1.82
C 1.18 -3.54 -0.98
C 1.22 -2.39 -0.23
N 0.24 -1.47 -0.30
H 4.39 -2.27 1.16
H 3.70 -3.47 0.07
H 3.34 -3.55 1.79
H 3.53 0.50 1.93
H 3.63 -1.02 2.82
H 2.57 0.81 4.21
H 1.53 -0.59 3.97
H 1.29 2.02 2.69
H 0.16 1.31 4.84
H -0.76 0.26 3.78
H -0.64 3.31 3.78
H -2.03 2.30 4.10
H -1.17 3.33 1.66
H -3.01 2.68 0.75
H -3.51 2.10 2.32
H -3.65 0.37 0.53
H -2.68 -0.13 1.90
H -3.62 -1.33 -1.30
H -2.95 -0.81 -2.86
H -3.59 0.39 -1.76
H -1.75 -2.90 -2.57
H 0.00 -4.64 -2.40
H 1.96 -4.28 -0.91
C 0.57 -0.20 -3.59
C 0.04 1.08 -2.91
C 1.20 2.01 -2.55
C -0.93 1.79 -3.87
C -0.71 0.75 -1.66
C -0.66 1.23 -0.39
H 1.12 0.08 -4.49
H -0.24 -0.86 -3.90
H 1.25 -0.75 -2.94
H 1.80 2.21 -3.43
H 1.85 1.56 -1.79
H 0.83 2.96 -2.16
H -0.39 2.09 -4.76
H -1.35 2.69 -3.41
H -1.75 1.14 -4.17
```

As for the spin multiplicity: 2. The strongest force on any atom comes out at 1.06 eV/A. The calculation puts the LUMO energy (spin up / spin down) at -7.7 / -7.5 eV. The value obtained for the molar mass is 455.6 u. As for the net charge: +2. As for the frontier orbital gap (spin up / spin down): 6.447 / 6.549 eV. The expectation value of S² is 0.80.

***

(6)
C55H55AsCsF5O3P2S5 | ωB97M-V/def2-TZVPD

Geometry as XYZ:
```
127
C55H55AsCsF5O3P2S5 | the OMol25 dataset | ωB97M-V/def2-TZVPD
Cs 0.10 0.26 -0.98
C -1.44 4.42 0.07
C -2.84 4.10 -0.45
S -3.10 2.33 -0.78
C -3.81 2.37 -2.44
C -2.98 3.04 -3.54
S -1.32 2.34 -3.74
C -0.27 3.81 -3.74
C -0.33 4.72 -2.52
S -0.04 3.87 -0.93
H -1.28 3.89 1.01
H -1.37 5.49 0.25
H -3.05 4.65 -1.37
H -3.56 4.43 0.29
H -4.80 2.84 -2.42
H -3.96 1.32 -2.68
H -2.88 4.11 -3.35
H -3.53 2.94 -4.48
H -0.47 4.40 -4.63
H 0.73 3.40 -3.84
H -1.28 5.24 -2.46
H 0.45 5.47 -2.66
C -7.12 -2.72 -1.39
C -7.14 -1.81 -0.34
C -5.94 -1.34 0.19
C -4.72 -1.78 -0.32
C -4.72 -2.69 -1.37
C -5.91 -3.16 -1.90
As -2.98 -1.09 0.29
C -3.42 -0.76 2.14
C -3.91 0.42 2.68
C -4.05 0.54 4.05
C -3.70 -0.51 4.89
C -3.19 -1.69 4.36
C -3.04 -1.82 2.98
C -2.46 -2.98 2.28
C -2.05 -4.18 2.86
C -1.52 -5.18 2.06
C -1.35 -4.99 0.70
C -1.72 -3.78 0.11
C -2.31 -2.80 0.90
H -8.06 -3.08 -1.81
H -8.08 -1.46 0.06
H -5.96 -0.64 1.02
H -3.78 -3.04 -1.78
H -5.89 -3.86 -2.72
H -4.13 1.25 2.02
H -4.42 1.47 4.48
H -3.79 -0.40 5.96
H -2.88 -2.49 5.02
H -2.16 -4.34 3.93
H -1.22 -6.12 2.51
H -0.92 -5.77 0.09
H -1.54 -3.60 -0.94
O -1.22 1.83 1.83
C -0.71 0.83 2.37
O -0.44 -0.27 1.83
C -0.38 0.95 3.87
C 0.34 -0.04 4.52
C 0.61 0.05 5.88
C 0.15 1.14 6.61
C -0.57 2.14 5.97
C -0.83 2.04 4.61
H 0.66 -0.89 3.94
H 1.18 -0.74 6.37
H 0.36 1.20 7.67
H -0.93 2.99 6.53
H -1.39 2.81 4.09
C 2.17 -5.20 -0.56
C 3.03 -3.97 -0.28
P 1.97 -2.54 0.25
C 3.24 -1.19 0.46
C 4.69 -1.54 0.80
C 1.52 -2.98 1.98
C 2.60 -3.11 3.04
H 2.79 -6.03 -0.94
H 1.41 -4.98 -1.31
H 1.67 -5.55 0.34
H 3.54 -3.65 -1.19
H 3.81 -4.20 0.46
H 2.84 -0.51 1.22
H 3.23 -0.62 -0.47
H 4.77 -2.10 1.73
H 5.29 -0.63 0.90
H 5.15 -2.15 0.02
H 0.95 -3.91 1.90
H 0.78 -2.22 2.27
H 3.38 -3.83 2.75
H 2.18 -3.45 3.99
H 3.09 -2.15 3.23
F -4.37 -4.36 -6.14
C -3.52 -3.74 -5.28
C -3.68 -2.40 -4.97
F -4.72 -1.73 -5.51
C -2.82 -1.77 -4.10
F -3.05 -0.49 -3.79
C -1.71 -2.42 -3.46
O -0.97 -1.85 -2.62
C -1.60 -3.80 -3.83
F -0.61 -4.53 -3.27
C -2.47 -4.43 -4.70
F -2.30 -5.73 -5.01
S 3.31 5.21 -3.15
P 3.87 3.47 -2.37
S 2.81 1.83 -2.77
C 4.08 3.67 -0.55
C 4.78 4.78 -0.07
C 4.95 4.96 1.29
C 4.42 4.05 2.19
C 3.73 2.94 1.72
C 3.57 2.75 0.35
C 5.63 3.15 -2.81
C 6.21 1.94 -2.44
C 7.55 1.69 -2.74
C 8.30 2.64 -3.41
C 7.72 3.84 -3.78
C 6.39 4.10 -3.48
H 5.16 5.50 -0.78
H 5.49 5.83 1.65
H 4.54 4.20 3.26
H 3.29 2.23 2.41
H 3.02 1.90 -0.03
H 5.61 1.19 -1.94
H 7.99 0.75 -2.45
H 9.34 2.44 -3.65
H 8.30 4.59 -4.32
H 5.92 5.03 -3.76
```

The strongest force on any atom comes out at 0.60 eV/A. The calculation puts the LUMO energy at 3.5 eV. The value obtained for the molar mass is 1289.1 u. As for the net charge: -2. As for the frontier orbital gap: 6.373 eV. For the energy above the lowest of the compared OMol25 structures with the same formula, charge and spin, the calculation gives 0.0 kcal per mole.